(1)
DFT (wB97M-V/def2-TZVPD) results for a molecular structure, C4H6LaO3 at a distorted geometry.

Each line ends with the natural charge from an NBO analysis.
Atoms and positions in Å:
La (2.4358, 1.3255, 0.2118)  2.359
O (-1.0193, -1.9802, -0.0625)  -0.382
O (0.7810, -0.6278, -0.3096)  -0.822
O (-1.1393, -0.2488, -1.4103)  -0.472
C (-0.3480, -0.9758, -0.6761)  0.969
C (-1.9295, 1.8613, -0.8208)  -0.554
C (-0.4248, -3.0231, 0.4011)  0.173
C (-2.2012, 0.5071, -1.0548)  0.495
H (-2.7147, 2.2954, -0.1853)  0.316
H (0.6638, -3.0047, 0.4989)  0.196
H (-1.0854, -3.8511, 0.6568)  0.252
H (-3.0453, -0.0604, -0.6633)  0.261
H (-0.2061, 1.8745, -0.3723)  -0.148
H (-2.1352, 2.4718, -1.7072)  0.356

- Total charge: +3
- Energy above the lowest of the compared OMol25 structures with the same formula, charge and spin: 170.7 kcal/mol
- Electronic energy: -411.8532 Ha

=====

(2)
DFT (wB97M-V/def2-TZVPD) results for a molecular structure, C37H40Br2GeN7Sc.

Each line ends with the Löwdin charge.
Atoms and positions in Å:
Br (-5.5636, 4.4910, -2.5399)  0.956
Br (-7.0907, 1.9024, 4.5558)  0.964
Ge (3.2709, -1.9665, -1.1675)  1.268
Sc (-1.2212, 0.5889, 1.1478)  1.117
N (0.0231, -0.7677, 2.5751)  -0.116
N (-2.4639, 2.1822, 0.0445)  0.024
N (-0.2402, 2.0417, 2.6770)  -0.115
N (-1.8271, -1.6289, 0.9911)  -0.012
N (-3.1667, 0.8759, 2.2889)  0.013
N (-0.8109, -0.3439, -0.9181)  0.067
N (0.6868, 1.4213, 0.1293)  0.013
C (1.6523, -3.5976, -2.7776)  -0.125
C (-2.9751, 3.5560, -1.8650)  -0.052
C (1.9728, 1.9292, -1.9124)  0.028
C (-5.2762, 2.0067, 2.3913)  -0.014
C (1.6027, -3.5930, -5.1766)  -0.010
C (6.1726, -0.0570, 1.0139)  -0.038
C (-1.1586, -0.8103, -3.5860)  0.033
C (1.1898, -4.1368, -3.9653)  -0.046
C (-5.5286, 1.4844, 3.6585)  -0.651
C (-4.1026, 1.6821, 1.7371)  -0.184
C (-1.9088, -2.3637, 2.2473)  -0.132
C (-1.6156, -1.3353, -1.3067)  -0.165
C (-0.7926, -1.8539, 3.1975)  -0.134
C (2.9495, -1.9656, -4.0359)  -0.095
C (-2.6914, -3.5098, -0.3463)  0.035
C (2.5429, -2.5097, -2.8039)  -0.387
C (1.6018, 2.1881, 0.9746)  -0.151
C (-0.2578, 0.1633, -3.1650)  0.045
C (0.8522, -0.0231, 3.5645)  -0.148
C (6.9047, 0.6361, 0.0556)  0.001
C (5.4432, -0.1334, -1.6867)  -0.095
C (-1.8281, -1.5949, -2.6531)  0.057
C (-3.7639, 2.2692, 0.4169)  -0.184
C (4.6917, -0.8390, -0.7271)  -0.393
C (-4.3228, 3.5791, -1.5127)  -0.653
C (-2.1058, 2.8461, -1.0699)  -0.098
C (0.8676, 1.2942, -1.1336)  -0.260
C (-4.7128, 2.9196, -0.3499)  -0.018
C (-4.5672, 0.6578, 4.2357)  -0.045
C (-3.4227, 0.3946, 3.5197)  -0.105
C (2.4713, -2.5037, -5.2148)  -0.033
C (6.5414, 0.6026, -1.2899)  -0.027
C (0.1986, 1.3089, 3.8981)  -0.145
C (0.7990, 2.9078, 2.0486)  -0.137
C (-0.1071, 0.3652, -1.8010)  -0.214
C (-2.0955, -2.1600, -0.1424)  -0.212
C (5.0675, -0.7939, 0.6298)  -0.126
H (5.1901, -0.1816, -2.7378)  0.098
H (-2.7558, -3.7865, -1.3933)  0.086
H (-0.1423, -2.6779, 3.4937)  0.141
H (2.7942, -2.1031, -6.1662)  0.129
H (0.2762, 3.7503, 1.5937)  0.138
H (-0.9616, 2.6875, 2.9894)  0.131
H (2.9339, 1.7513, -1.4268)  0.092
H (3.6548, -1.1456, -4.0759)  0.096
H (2.5700, -2.5726, 0.0548)  -0.009
H (2.3087, 1.4792, 1.4166)  0.125
H (1.8513, 0.1190, 3.1531)  0.120
H (-4.7076, 0.2371, 5.2214)  0.131
H (0.8803, 1.9226, 4.4912)  0.144
H (0.5351, -4.9978, -3.9549)  0.125
H (-1.0564, 2.8288, -1.3246)  0.103
H (-5.9929, 2.6825, 1.9506)  0.120
H (-2.1024, -4.2725, 0.1685)  0.109
H (4.5228, -1.3685, 1.3713)  0.093
H (-0.6886, 1.1388, 4.5110)  0.125
H (-1.2147, -1.4603, 4.1197)  0.111
H (0.9699, -0.6015, 4.4828)  0.142
H (1.8335, 3.0133, -1.9582)  0.123
H (7.1333, 1.1343, -2.0224)  0.131
H (-2.6166, 4.0839, -2.7371)  0.127
H (2.0247, 1.5563, -2.9310)  0.085
H (1.3568, -4.0443, -1.8344)  0.096
H (-3.6957, -3.5445, 0.0823)  0.125
H (-1.7911, -3.4344, 2.0815)  0.125
H (1.4734, 3.3153, 2.8046)  0.143
H (7.7808, 1.1964, 0.3560)  0.135
H (-2.4933, -2.3814, -2.9796)  0.134
H (1.2624, -4.0352, -6.1043)  0.133
H (-1.3214, -0.9735, -4.6435)  0.142
H (0.6571, -1.2244, 1.9233)  0.116
H (-5.7525, 2.9307, -0.0605)  0.121
H (-2.6653, -0.2359, 3.9602)  0.090
H (6.4828, -0.0375, 2.0497)  0.126
H (2.1872, 2.9224, 0.4204)  0.132
H (-2.8952, -2.2246, 2.6950)  0.133
H (0.2898, 0.7473, -3.8911)  0.133

- Total charge: +4
- Electronic energy: -9801.7235 Ha

=====

(3)
DFT (wB97M-V/def2-TZVPD) results for a molecular structure, C23H49InN4P3Se at a distorted geometry.

Each line ends with the Löwdin charge.
Atoms and positions in Å:
In (-0.6198, -0.0289, -0.5695)  0.364
Se (0.1113, -0.1040, -3.2899)  0.813
P (-3.2364, -0.1137, -0.7791)  0.733
P (-0.1801, 2.5473, -0.7315)  0.751
P (-0.0094, -2.5670, -0.6389)  0.752
N (-1.1645, -0.8881, 4.3262)  -0.070
N (-0.2885, -0.0625, 2.1836)  -0.141
N (1.2501, -0.8432, 3.9343)  -0.069
N (0.0187, 1.2469, 4.2466)  -0.067
C (3.4644, -0.1514, -6.0900)  -0.035
C (-4.1963, 1.3032, -0.1498)  -0.224
C (-0.7095, 3.2118, -2.3449)  -0.241
C (1.4850, 0.4624, -7.3525)  -0.038
C (-0.2160, 1.2878, 2.7931)  -0.189
C (0.9955, -0.7450, 2.4943)  -0.183
C (4.3936, 0.2543, -0.4061)  -0.056
C (-3.6718, -0.1758, -2.5499)  -0.237
C (4.2499, 0.0393, -1.7234)  -0.093
C (-1.3803, -0.7956, 2.8790)  -0.175
C (-4.0859, -1.5679, -0.0776)  -0.222
C (2.6892, -0.2401, -4.9186)  -0.112
C (2.8620, 0.2042, -7.3045)  -0.031
C (0.1303, -1.5681, 4.5802)  -0.126
C (1.7888, -2.8500, -0.5332)  -0.210
C (-1.0761, 0.4735, 4.8904)  -0.129
C (1.3273, 0.0307, -4.9822)  -0.408
C (-0.4957, -3.3258, -2.2219)  -0.252
C (-0.9816, 3.6741, 0.4560)  -0.214
C (1.2868, 0.5269, 4.5086)  -0.128
C (0.7096, 0.3833, -6.1864)  -0.111
C (1.5936, 2.9580, -0.6269)  -0.213
C (-0.7249, -3.7050, 0.5946)  -0.211
H (4.4740, 1.2550, 0.0242)  0.060
H (-2.0255, 0.9988, 4.7227)  0.136
H (-0.3629, 0.5929, -6.2159)  0.111
H (-3.8809, 2.2351, -0.6405)  0.053
H (-1.7815, -3.4602, 0.7790)  0.045
H (-0.8627, 0.4029, 5.9663)  0.144
H (2.1188, 1.0877, 4.0569)  0.136
H (-3.9709, -1.5883, 1.0168)  0.057
H (-0.1727, -3.6552, 1.5435)  0.052
H (1.4197, 0.4475, 5.5979)  0.144
H (1.0855, 0.1433, -2.0739)  -0.127
H (-0.2189, 2.6714, -3.1662)  0.015
H (4.2059, 0.8561, -2.4509)  0.061
H (-4.0662, 1.3962, 0.9392)  0.061
H (-3.6842, -2.4978, -0.5058)  0.052
H (0.0901, -2.5964, 4.1931)  0.133
H (-4.7627, -0.2686, -2.6405)  0.081
H (-1.4323, -1.8124, 2.4686)  0.106
H (1.7863, 3.8904, -1.1780)  0.084
H (1.8138, -0.1771, 2.0305)  0.130
H (-1.5882, -3.2991, -2.3344)  0.059
H (-1.7961, 3.1031, -2.4632)  0.059
H (0.9622, -1.7615, 2.0828)  0.090
H (0.3034, -1.5777, 5.6645)  0.143
H (-1.1692, 1.8011, 2.6136)  0.119
H (2.0799, -3.0266, 0.5121)  0.064
H (-5.1584, -1.5058, -0.3175)  0.083
H (4.5339, -0.3657, -6.0543)  0.126
H (1.0078, 0.7170, -8.2980)  0.127
H (-3.1952, -1.0422, -3.0292)  0.051
H (-0.6513, -4.7322, 0.2056)  0.086
H (-0.3860, 3.7619, 1.3758)  0.059
H (3.1555, -0.5051, -3.9666)  0.065
H (0.6131, 1.8356, 2.3228)  0.114
H (2.2178, 2.1605, -1.0501)  0.022
H (-2.3267, -0.2679, 2.6987)  0.124
H (-1.0788, 4.6688, -0.0050)  0.084
H (4.2460, -0.9742, -2.1389)  0.055
H (-1.9872, 3.3076, 0.7090)  0.044
H (4.4593, -0.5755, 0.2999)  0.059
H (-3.3478, 0.7468, -3.0513)  0.056
H (-0.0489, -2.7780, -3.0647)  0.002
H (2.3588, -1.9910, -0.9119)  0.024
H (3.4578, 0.2692, -8.2163)  0.129
H (-0.4463, 4.2786, -2.3877)  0.083
H (2.0433, -3.7367, -1.1326)  0.083
H (1.8745, 3.0961, 0.4271)  0.064
H (-5.2631, 1.1388, -0.3634)  0.083
H (-0.1518, -4.3703, -2.2298)  0.083

- Total charge: +3
- Energy above the lowest of the compared OMol25 structures with the same formula, charge and spin: 16.7 kcal/mol
- Electronic energy: -4739.4347 Ha